No. 1
The following is a quantum chemistry calculation of a molecular structure, C33H40AsO3PPt, from the OMol25 dataset.

```
79
Properties=species:S:1:pos:R:3:mulliken_charge:R:1
Pt 0.525 1.153 0.492 1.909
C 0.607 2.987 3.338 -1.435
C 1.378 2.613 2.102 0.823
C 1.247 3.344 0.903 -1.042
C 2.121 3.146 -0.213 0.876
C 2.005 4.041 -1.404 -1.621
C 3.040 2.107 -0.148 -0.429
C 3.091 1.251 0.971 1.002
C 4.100 0.148 1.019 -1.467
C 2.250 1.499 2.079 -1.029
H -0.392 2.551 3.336 0.153
H 0.501 4.068 3.406 0.424
H 1.126 2.637 4.228 0.456
H 0.552 4.169 0.868 0.517
H 1.286 3.629 -2.116 0.257
H 2.963 4.134 -1.914 0.459
H 1.660 5.032 -1.117 0.403
H 3.734 1.937 -0.960 0.537
H 3.664 -0.800 0.698 0.236
H 4.472 0.008 2.034 0.415
H 4.936 0.370 0.359 0.454
H 2.347 0.885 2.965 0.579
C -4.495 0.581 1.539 -1.442
C -3.004 0.525 1.339 0.960
O -2.697 0.924 -0.030 -0.078
P -1.410 1.696 -0.488 -0.187
O -1.497 1.639 -2.055 -0.337
C -1.508 0.445 -2.882 0.951
C -2.920 0.018 -3.194 -1.329
O -1.599 3.238 -0.222 -0.038
C -2.768 3.983 -0.721 -0.191
C -3.581 4.480 0.443 -1.042
H -4.737 0.159 2.514 0.426
H -5.005 -0.009 0.779 0.313
H -4.874 1.600 1.509 0.301
H -2.630 -0.490 1.448 -0.411
H -2.465 1.185 2.024 0.118
H -0.960 -0.346 -2.362 -0.836
H -0.957 0.727 -3.777 0.500
H -3.455 -0.258 -2.286 0.211
H -2.896 -0.849 -3.855 0.424
H -3.458 0.816 -3.703 0.388
H -3.336 3.338 -1.391 0.287
H -2.344 4.800 -1.301 0.378
H -4.004 3.655 1.013 0.113
H -4.406 5.087 0.068 0.424
H -2.980 5.102 1.104 0.302
C -3.275 -4.001 -0.456 -0.685
C -2.924 -3.488 0.786 -0.859
C -1.842 -2.631 0.901 -0.631
C -1.119 -2.277 -0.234 1.392
C -1.445 -2.818 -1.472 -0.517
C -2.530 -3.675 -1.581 -0.827
As 0.460 -1.186 -0.018 -0.324
C 1.687 -1.733 -1.387 0.355
C 1.733 -1.354 -2.718 -0.655
C 2.665 -1.953 -3.556 -0.735
C 3.528 -2.918 -3.056 -0.851
C 3.491 -3.287 -1.719 -0.972
C 2.569 -2.694 -0.864 0.646
C 2.461 -2.942 0.591 0.170
C 3.275 -3.794 1.330 -0.627
C 3.121 -3.865 2.707 -0.928
C 2.171 -3.091 3.361 -0.916
C 1.346 -2.241 2.635 -0.507
C 1.492 -2.181 1.261 0.709
H -4.115 -4.675 -0.543 0.443
H -3.482 -3.772 1.668 0.480
H -1.550 -2.271 1.880 0.472
H -0.840 -2.612 -2.347 0.410
H -2.782 -4.102 -2.542 0.488
H 1.063 -0.596 -3.104 0.465
H 2.719 -1.668 -4.598 0.486
H 4.247 -3.385 -3.716 0.431
H 4.183 -4.032 -1.352 0.464
H 4.031 -4.396 0.845 0.458
H 3.754 -4.529 3.280 0.447
H 2.074 -3.153 4.437 0.481
H 0.604 -1.636 3.145 0.551
```

Its total charge is +2. The orbital gap comes out at 7.11 eV. The energy above the lowest of the compared OMol25 structures with the same formula, charge and spin is 3.73 kcal/mol. As for the spin multiplicity: 1. As for the HOMO energy: -13.775 eV.


No. 2
The following is a quantum chemistry calculation of 2 unconnected molecules or ions with the total composition C4H8O2, from the OMol25 dataset.

```
14
Properties=species:S:1:pos:R:3:nbo_charge:R:1
O -0.860 -1.803 1.310 -0.674
C -0.197 -0.976 0.450 0.191
C -0.677 -0.314 -0.762 -0.506
C 0.233 0.377 0.528 -0.172
C 1.270 -0.680 0.427 -0.418
H -1.787 -1.730 1.059 0.476
H -0.357 -0.762 -1.731 0.220
H -1.725 0.002 -0.834 0.210
H 0.210 1.184 1.278 0.255
H 1.790 -0.930 1.349 0.219
H 1.880 -0.726 -0.475 0.199
O 0.446 2.279 -0.911 -0.939
H 0.112 1.406 -1.181 0.483
H -0.336 2.671 -0.506 0.455
```

As for the SMILES: O[C@]12C[C@H]1C2.O. The orbital gap comes out at 9.66 eV. The energy above the lowest of the compared OMol25 structures with the same formula, charge and spin is 108.18 kcal/mol. As for the spin multiplicity: 1. As for the HOMO energy: -8.972 eV.


No. 3
The following is a quantum chemistry calculation of a molecular structure, C23H28CuF2N2Si2, from the OMol25 dataset.

```
58
Properties=species:S:1:pos:R:3:nbo_charge:R:1
Cu -0.167 -0.034 -0.226 0.816
F -3.103 -4.347 -1.719 -0.347
C -1.914 -3.691 -1.730 0.416
C -1.812 -2.444 -1.159 -0.367
C -0.597 -1.745 -1.139 -0.356
C 0.516 -2.375 -1.763 -0.191
C 0.353 -3.634 -2.335 0.414
F 1.385 -4.281 -2.957 -0.357
C -0.841 -4.320 -2.330 -0.419
C 1.795 -1.633 -1.755 0.214
C 3.015 -2.120 -2.245 -0.255
C 4.154 -1.342 -2.161 -0.176
C 4.076 -0.072 -1.609 -0.281
C 2.834 0.349 -1.165 0.054
N 1.741 -0.400 -1.223 -0.495
H -2.706 -2.010 -0.724 0.208
H -0.926 -5.302 -2.773 0.224
H 3.082 -3.101 -2.685 0.231
H 5.101 -1.723 -2.525 0.203
H 4.941 0.572 -1.527 0.208
H 2.704 1.341 -0.749 0.194
C -0.894 -2.099 3.194 -1.118
Si -1.594 -0.353 2.974 1.712
C -2.224 0.206 4.695 -1.122
C -3.194 -0.468 1.959 -1.118
C -0.377 0.720 2.091 -1.481
C -1.021 1.849 1.399 0.285
C -1.707 2.939 1.959 -0.293
C -2.273 3.898 1.141 -0.170
C -2.155 3.775 -0.241 -0.311
C -1.469 2.682 -0.736 0.064
N -0.924 1.756 0.053 -0.572
Si 1.154 1.218 2.983 1.708
C 0.984 2.034 4.709 -1.122
C 2.056 2.569 1.991 -1.110
C 2.314 -0.267 3.187 -1.115
H -1.654 -2.797 3.556 0.217
H -0.063 -2.112 3.904 0.219
H -0.521 -2.464 2.235 0.248
H -2.973 -0.483 5.097 0.218
H -2.691 1.193 4.620 0.216
H -1.410 0.280 5.421 0.217
H -3.864 -1.245 2.338 0.220
H -2.950 -0.696 0.920 0.237
H -3.732 0.484 1.974 0.221
H -1.780 3.005 3.037 0.217
H -2.806 4.742 1.564 0.202
H -2.592 4.503 -0.911 0.206
H -1.351 2.532 -1.804 0.192
H 0.351 2.924 4.632 0.218
H 1.948 2.349 5.119 0.217
H 0.516 1.359 5.430 0.220
H 1.488 3.503 2.024 0.224
H 2.137 2.271 0.945 0.219
H 3.060 2.767 2.374 0.218
H 1.906 -0.990 3.898 0.224
H 3.307 0.025 3.541 0.215
H 2.427 -0.778 2.228 0.240
```

Its total charge is -1. The orbital gap comes out at 6.44 eV. As for the spin multiplicity: 1. As for the HOMO energy: -3.477 eV.


Across the entries above, F_max takes the values 0.6, 1.4, 0.9 eV/Å, respectively.